Record 1
C4H8N4 in the gas phase, computed with wB97M-V/def2-TZVPD.

XYZ file:
```
16
C4H8N4 | the OMol25 dataset | wB97M-V/def2-TZVPD
H -0.55084 2.07699 0.49181
N 0.42146 2.13561 0.04330
C 0.76536 0.94560 -0.05076
C 2.18942 0.46048 -0.24818
C 2.05136 -0.90972 -0.07424
N 0.71056 -1.46074 0.05751
N -0.01243 -0.18841 -0.11525
N -1.20857 -0.21174 0.63547
C -2.09772 -0.24037 -0.49325
H 3.05792 1.00265 -0.27443
H 2.85359 -1.69285 -0.08569
H 0.50399 -1.53776 1.30409
H -1.20664 0.59601 1.23882
H -2.57249 0.82150 -0.84339
H -3.21064 -0.72029 -0.22774
H -1.69435 -1.07697 -1.35807
```

The calculation puts the HOMO-LUMO gap at 0.34494 hartree. As for the spin multiplicity: 1. The structure (SMILES) is [H]/N=c1/cc[nH]n1NC. As for the LUMO energy: 0.0214 Eh. As for the HOMO energy: -0.3235 Eh.

=====

Record 2
A molecular structure, C18H27N4OP2SYb, computed with wB97M-V/def2-TZVPD.

XYZ file:
```
54
C18H27N4OP2SYb | the OMol25 dataset | wB97M-V/def2-TZVPD
Yb -0.70274 -0.40514 -0.44823
N -1.54076 -0.54822 4.06726
C -1.18776 -0.36803 2.79471
S -1.85955 -1.48984 1.62907
N -0.35043 0.62260 2.56564
N -0.00185 0.86286 1.28732
C 0.92463 1.73493 1.08259
C 1.32523 2.04784 -0.28228
C 2.25454 3.04874 -0.53166
C 2.58500 3.35774 -1.84122
C 1.98523 2.64364 -2.86849
C 1.09084 1.64029 -2.54434
N 0.75638 1.33524 -1.28567
H -2.15995 -1.29284 4.33213
H -1.16564 0.06612 4.77259
H 1.40025 2.24437 1.91381
H 2.70009 3.57404 0.30264
H 3.29429 4.14548 -2.05688
H 2.20450 2.85660 -3.90481
H 0.62770 1.04782 -3.32513
C -5.06416 -0.53199 -1.06212
P -3.76551 0.69868 -1.20311
C -4.26210 1.93333 -2.40904
C -3.56841 1.54907 0.38391
O -2.42567 0.04955 -1.59494
H -5.97510 -0.07259 -0.67749
H -4.74275 -1.32692 -0.38942
H -5.26487 -0.95064 -2.04898
H -5.23585 2.33956 -2.13446
H -4.32970 1.47013 -3.39375
H -3.52631 2.73656 -2.43672
H -4.38019 2.26477 0.52270
H -2.62078 2.09206 0.38866
H -3.59134 0.83270 1.20306
C 2.35239 -2.61145 -2.09549
P 1.10645 -2.40896 -0.77640
C 0.89707 -4.11111 -0.15107
C 2.04421 -1.58440 0.57371
C 3.04198 -0.65395 0.27537
C 3.77093 -0.06002 1.29260
C 3.50009 -0.37453 2.61837
C 2.50011 -1.28733 2.92402
C 1.77281 -1.88991 1.90989
H 2.56129 -1.67002 -2.60075
H 1.96734 -3.31627 -2.83258
H 3.27103 -3.00904 -1.66575
H 1.82314 -4.43335 0.32306
H 0.67307 -4.77307 -0.98774
H 0.07690 -4.17270 0.56196
H 3.27253 -0.41193 -0.75615
H 4.56231 0.63756 1.04888
H 4.08342 0.07220 3.41264
H 2.29094 -1.54040 3.95484
H 1.00474 -2.60977 2.16324
```

The calculation puts the HOMO-LUMO gap (alpha / beta) at 0.27164 / 0.27158 hartree. As for the spin multiplicity: 2. As for the LUMO energy (alpha / beta): -0.2427 / -0.2427 Eh. As for the net charge: +2. As for the HOMO energy (alpha / beta): -0.5143 / -0.5143 Eh.

=====

Record 3
C2H5N3OS in the gas phase, computed with wB97M-V/def2-TZVPD.

XYZ file:
```
12
C2H5N3OS | the OMol25 dataset | wB97M-V/def2-TZVPD
N 0.54906 2.07839 2.63484
N -0.49689 1.09398 2.65549
C -0.53406 0.27630 1.64457
N 0.26744 0.47632 0.43471
O 0.23166 -0.73366 -0.33273
C -0.21336 -0.43675 -1.49604
S 0.00230 -1.51083 -2.76187
H 0.25331 2.63684 3.40413
H 0.80539 2.56663 1.53421
H -1.01871 -0.77859 1.75458
H 1.23658 0.61821 0.70174
H -0.91949 0.42146 -1.50925
```

The calculation puts the HOMO-LUMO gap at 0.33131 hartree. As for the spin multiplicity: 1. The structure (SMILES) is N/N=C\NOC=S. As for the LUMO energy: 0.0007 Eh. As for the HOMO energy: -0.3306 Eh.

=====

Record 4
A molecular structure, C36H15ClF15GeO9PS2W, computed with wB97M-V/def2-TZVPD.

XYZ file:
```
81
C36H15ClF15GeO9PS2W | the OMol25 dataset | wB97M-V/def2-TZVPD
W -0.93423 -0.88427 0.02606
O -2.78362 0.86100 0.11855
S -1.70413 1.17660 1.05558
O -1.76203 2.30309 1.90187
O -0.50985 1.07687 0.11823
O -1.52444 -0.20620 1.75587
O 2.38523 0.94393 0.17010
Cl 1.83654 -0.35556 0.17204
O 0.86348 -0.55590 1.28771
O 2.84098 -1.36948 0.26443
O 0.98569 -0.59083 -1.03458
F -5.90233 -2.87042 2.01061
C -4.75103 -3.32263 2.48848
C -3.52421 -2.87648 1.99109
C -2.45527 -3.33678 2.74555
F -1.22350 -2.93806 2.45750
C -2.53238 -4.22481 3.80020
F -1.43558 -4.63588 4.42995
C -3.76167 -4.68082 4.18702
F -3.87786 -5.53470 5.18559
C -4.87336 -4.20432 3.54896
F -6.07548 -4.58444 3.97694
Ge -3.17265 -1.96893 0.12680
S -1.59398 -0.46919 -2.12716
C -4.88497 -0.92856 0.13741
C -5.17369 -0.10648 1.22035
F -4.34368 -0.05157 2.26587
C -6.30846 0.66533 1.30226
F -6.53710 1.43472 2.36356
C -7.21782 0.63388 0.26628
F -8.32773 1.35501 0.33036
C -6.95551 -0.13522 -0.84021
F -7.81447 -0.14026 -1.86272
C -5.79720 -0.88376 -0.89686
F -5.57958 -1.56498 -2.03844
C -3.62150 -3.45562 -1.22341
C -2.69270 -3.95518 -2.13033
F -1.46763 -3.48142 -2.17077
C -2.92780 -4.97479 -3.03215
F -1.96415 -5.38600 -3.85575
C -4.15391 -5.57762 -3.05359
F -4.41516 -6.54144 -3.91351
C -5.09755 -5.17804 -2.14760
F -6.28097 -5.79101 -2.12397
C -4.81971 -4.15787 -1.25932
F -5.78923 -3.86911 -0.40961
O 0.02500 -2.60847 0.05207
P 1.01501 -3.80730 -0.01436
C 1.85813 -4.10632 1.53236
C 2.51916 -5.33364 1.64648
C 3.14803 -5.67463 2.82989
C 3.11840 -4.79796 3.90695
C 2.46769 -3.57709 3.79218
C 1.83476 -3.22752 2.60886
C 0.08766 -5.31786 -0.32306
C 0.61853 -6.31412 -1.14254
C -0.08574 -7.49283 -1.34658
C -1.31282 -7.68692 -0.72737
C -1.84048 -6.69877 0.09521
C -1.14065 -5.52002 0.29419
C 2.13408 -3.62596 -1.38660
C 1.60766 -3.32581 -2.64223
C 2.45357 -3.27817 -3.73788
C 3.81432 -3.51181 -3.58031
C 4.33859 -3.78155 -2.32248
C 3.49942 -3.84443 -1.22156
H 2.53722 -6.02346 0.80737
H 3.65155 -6.63082 2.91794
H 3.60354 -5.06606 4.83835
H 2.44520 -2.88998 4.62928
H 1.33136 -2.27955 2.53451
H 1.57568 -6.16286 -1.63220
H 0.32314 -8.25768 -1.99546
H -1.86387 -8.60839 -0.88372
H -2.80115 -6.83804 0.58138
H -1.55770 -4.75827 0.92445
H 0.55130 -3.12116 -2.76131
H 2.04518 -3.05912 -4.71713
H 4.47016 -3.46929 -4.44111
H 5.40230 -3.93891 -2.19812
H 3.90641 -4.03919 -0.23524
```

The calculation puts the HOMO-LUMO gap (alpha / beta) at 0.26563 / 0.26458 hartree. As for the spin multiplicity: 1. As for the LUMO energy (alpha / beta): -0.0733 / -0.0743 Eh. As for the HOMO energy (alpha / beta): -0.3389 / -0.3388 Eh.

=====

Record 5
A gas-phase ion, C5H13N2 (charge +1), computed with wB97M-V/def2-TZVPD.

XYZ file:
```
20
C5H13N2 | the OMol25 dataset | wB97M-V/def2-TZVPD
C -1.62214 -1.61917 1.15410
C -1.34214 -0.50095 0.00192
C -0.11193 -0.86032 -0.78528
C 1.05945 -0.41369 -0.02480
N 1.66125 0.67332 -0.85739
C 1.32294 1.88326 -0.55321
N 0.53509 2.15234 0.47303
H -2.67453 -1.52545 1.57327
H -1.43407 -2.65221 0.80530
H -0.99989 -1.13223 1.92319
H -2.10091 -0.53591 -0.97150
H -1.45630 0.60242 0.49437
H -0.05271 -0.47970 -1.98066
H -0.02882 -1.93441 -1.07064
H 0.99116 -0.22153 1.05023
H 1.85579 -1.02526 -0.21808
H 2.39642 0.37921 -1.61389
H 1.79190 2.64346 -1.10694
H -0.25693 1.41967 0.88593
H 0.46637 3.14718 0.82106
```

The calculation puts the HOMO-LUMO gap at 0.40743 hartree. As for the spin multiplicity: 1. The structure (SMILES) is CCCCNC=[NH2+]. As for the LUMO energy: -0.1227 Eh. As for the net charge: +1. As for the HOMO energy: -0.5302 Eh.

=====

Record 6
C22H24O2 in the gas phase, computed with wB97M-V/def2-TZVPD.

XYZ file:
```
48
C22H24O2 | the OMol25 dataset | wB97M-V/def2-TZVPD
C -2.44243 2.07090 -0.41213
C -1.67897 1.02819 0.41823
C -2.66263 0.10806 1.16425
C -3.17197 0.52272 2.59080
C -3.98491 1.80837 2.51923
O -3.62509 2.74963 3.23448
C -0.65881 1.77914 1.29192
C 0.38044 0.90206 1.98766
C 0.64392 -0.45436 1.34284
C 0.56233 -0.41201 -0.21991
C 0.76306 -1.82954 -0.76615
C 0.79577 -2.01174 -2.18567
C 0.77906 -3.33399 -2.74953
C 0.85079 -4.45405 -1.93193
C 0.94450 -4.30933 -0.56622
C 0.88008 -3.01461 0.03810
C 1.73092 0.42576 -0.79383
C 3.05672 0.09577 -0.42786
C 4.12591 0.81502 -0.93953
C 3.92958 1.87486 -1.80687
C 2.60421 2.20362 -2.16582
C 1.52463 1.43996 -1.69602
C -0.88240 0.11702 -0.54109
O -1.37238 -0.13685 -1.62453
H -1.91013 2.43730 -1.29239
H -2.73165 2.92962 0.21558
H -3.41058 1.70180 -0.76815
H -2.19691 -0.85813 1.29347
H -3.55019 -0.02000 0.55027
H -2.31501 0.62031 3.24833
H -3.79023 -0.27188 3.01427
H -4.99514 1.80611 2.12802
H -0.06863 2.51060 0.65264
H -1.17070 2.36495 2.03686
H 0.01368 0.67512 3.00142
H 1.28888 1.52128 2.05896
H -0.08521 -1.21210 1.70167
H 1.61954 -0.79547 1.68641
H 0.66555 -1.18627 -2.85008
H 0.58840 -3.48052 -3.79933
H 0.87880 -5.47563 -2.28566
H 1.06487 -5.17608 0.04462
H 0.92170 -2.98393 1.12798
H 3.25642 -0.78798 0.23457
H 5.14062 0.60139 -0.65271
H 4.72726 2.42468 -2.24921
H 2.44078 3.00686 -2.84566
H 0.52554 1.66334 -2.01232
```

The calculation puts the HOMO-LUMO gap at 0.34573 hartree. As for the spin multiplicity: 1. The structure (SMILES) is C[C@]1(CCC=O)CCCC(c2ccccc2)(c2ccccc2)C1=O. As for the LUMO energy: 0.0229 Eh. As for the HOMO energy: -0.3229 Eh.